Here is 2 unconnected molecules or ions with the total composition C10H15NO from the Open Molecules 2025 dataset. Energies are from ωB97M-V/def2-TZVPD.

Last column: Löwdin charge in e.
Geometry (Å):
H1 -1.80623 -1.06122 -2.57374  0.0829
H2 0.41781 3.29290 1.70509  0.1109
N1 0.70150 2.67284 0.96440  0.1655
H3 -1.39421 0.51592 -0.69093  0.1065
C1 -1.19738 -1.81437 -2.04765  -0.0446
O1 2.73880 3.62704 0.97091  0.0417
H4 -1.29572 -3.70059 -0.17440  0.1078
H5 3.38574 2.18818 -0.88693  0.1143
H6 -1.40772 -2.81562 -2.39635  0.0749
H7 -1.60959 -1.18143 3.26059  0.1007
C2 -1.39271 -1.61863 -0.55545  -0.2825
C3 -1.43736 -0.24127 1.36433  -0.1015
H8 -1.45925 -3.51470 2.25118  0.1020
C4 -1.39632 -0.33144 -0.01527  -0.0763
H9 -1.32169 0.70863 1.88862  0.0944
C5 -1.44275 -1.34744 2.20817  -0.0965
C6 1.81047 0.67288 -0.86828  -0.0955
H10 0.90042 0.50504 -1.44765  0.0471
C7 2.30220 2.12857 -0.81687  -0.1533
H11 1.82177 2.71172 -1.60669  0.1197
C8 -1.36495 -2.71996 0.27715  -0.0585
H12 2.58776 -0.00087 -1.23289  0.0752
H13 -0.01055 2.17460 0.45931  0.0725
H14 -0.20516 -1.43701 -2.28612  0.0663
C9 1.94579 2.86639 0.44543  -0.5675
H15 1.55339 0.33067 0.14002  0.0731
C10 -1.42405 -2.61084 1.66402  -0.0792

The structure (SMILES) is Cc1ccccc1.CCC(N)=O. The HOMO-LUMO gap is 10.022 eV. The net charge is 0. For the strongest force on any atom, the calculation gives 0.0358 hartree/bohr.